Entry from the OMol25 dataset: ClH2NO2S in the gas phase in a non-equilibrium geometry (ωB97M-V/def2-TZVPD).

Results
2S+1   1
Gap between HOMO and LUMO   10.22 eV
Energy relative to the best compared isomer or geometry (same formula, charge and spin)   285.05 kJ/mol
HOMO energy   -10.5 eV
Lowest unoccupied orbital energy   -0.25 eV

Geometry as XYZ:
```
7
Properties=species:S:1:pos:R:3:lowdin_charge:R:1
Cl -1.356 1.321 0.532 0.447
S -0.562 -0.265 -0.245 0.418
O -0.891 -1.669 0.954 -0.469
O -0.976 -0.402 -1.589 -0.347
N 1.009 0.171 -0.063 -0.115
H 1.507 -0.212 0.658 0.046
H 1.269 1.056 -0.248 0.019
```


Entry from the OMol25 dataset: a molecular structure, CHIOS2 in a non-equilibrium geometry (ωB97M-V/def2-TZVPD).

Results
2S+1   1
Gap between HOMO and LUMO (spin up / spin down)   5.98 / 7.98 eV
Energy relative to the best compared isomer or geometry (same formula, charge and spin)   368.58 kJ/mol
HOMO energy (spin up / spin down)   -7.8 / -8.9 eV
Lowest unoccupied orbital energy (spin up / spin down)   -1.82 / -0.90 eV

Geometry as XYZ:
```
6
Properties=species:S:1:pos:R:3:lowdin_charge:R:1
I -2.067 1.576 0.753 0.597
S -0.821 -1.929 1.548 0.600
S -1.159 2.913 -1.038 0.366
O -0.279 3.950 -0.545 -0.652
C -0.505 -0.704 0.662 -0.905
H -0.549 -0.747 -0.503 -0.006
```


Entry from the OMol25 dataset: 4 unconnected molecules or ions with the total composition C3H15NO3 in a non-equilibrium geometry (ωB97M-V/def2-TZVPD).

Results
2S+1   1
Gap between HOMO and LUMO   10.68 eV
Energy relative to the best compared isomer or geometry (same formula, charge and spin)   166.91 kJ/mol
HOMO energy   -10.0 eV
Lowest unoccupied orbital energy   0.68 eV

Geometry as XYZ:
```
22
Properties=species:S:1:pos:R:3:lowdin_charge:R:1
O 0.431 1.947 2.676 -0.100
O 0.097 0.591 -3.213 -0.050
O 0.168 2.477 -0.529 -0.101
N 0.758 -1.063 1.601 0.040
C 0.124 -0.776 0.173 -0.364
C -1.432 -0.385 0.243 -0.082
C 0.179 -1.938 -0.934 -0.077
H -0.730 0.224 -2.874 0.024
H -2.240 -1.128 0.191 0.069
H 1.273 -2.149 -1.049 0.079
H 1.110 2.671 -0.785 0.069
H 0.140 -1.546 2.150 0.018
H 0.832 -0.036 -0.239 0.101
H 0.986 1.772 3.450 0.039
H 0.007 -1.434 -1.890 0.042
H -1.694 0.486 0.871 0.063
H 1.491 -1.686 1.386 0.038
H 0.138 2.486 0.476 0.043
H 0.278 1.284 -2.586 -0.002
H 0.219 1.010 2.369 0.025
H -1.781 0.043 -0.742 0.067
H -0.353 -2.850 -0.747 0.061
```


Entry from the OMol25 dataset: 12 unconnected molecules or ions with the total composition C48H108O32P4 in a non-equilibrium geometry (ωB97M-V/def2-TZVPD).

Results
2S+1   1
Gap between HOMO and LUMO   7.98 eV
Energy relative to the best compared isomer or geometry (same formula, charge and spin)   477.44 kJ/mol
HOMO energy   -7.9 eV
Lowest unoccupied orbital energy   0.07 eV

Geometry as XYZ:
```
192
Properties=species:S:1:pos:R:3:lowdin_charge:R:1
P -2.330 19.115 6.820 0.450
P 10.696 26.016 8.249 0.386
P 4.892 29.710 13.374 0.481
P 5.325 16.806 1.894 0.463
O 4.486 16.137 0.873 -0.238
O -1.837 19.672 5.431 -0.209
O -2.192 18.699 -2.051 -0.179
O 9.691 25.960 6.999 -0.210
O -2.144 20.351 7.802 -0.208
O 9.635 26.204 9.470 -0.228
O 7.769 19.008 9.179 -0.204
O 4.507 28.679 12.382 -0.246
O -1.896 28.588 13.666 -0.178
O -1.689 17.821 7.335 -0.286
O -0.874 28.725 10.961 -0.201
O 6.619 21.548 -1.105 -0.206
O 3.937 29.718 14.685 -0.217
O -1.036 17.907 15.947 0.079
O 1.974 28.359 2.001 -0.204
O 6.506 17.766 1.284 -0.221
O 4.742 31.217 12.752 -0.213
O 8.193 24.310 0.920 -0.185
O 3.874 24.849 9.709 0.017
O 4.389 17.884 2.657 -0.233
O 11.412 27.417 8.044 -0.225
O -2.072 21.278 0.772 -0.197
O 8.133 20.854 11.525 -0.214
O 3.207 24.931 4.179 0.025
O 0.642 22.470 13.583 0.042
O 1.279 26.526 -0.268 -0.181
O 5.984 15.909 3.098 -0.225
O -3.952 19.040 6.577 -0.245
O 7.317 31.250 6.521 -0.190
O 11.635 24.916 8.335 -0.214
O 8.730 32.144 9.469 -0.179
O 6.436 29.607 13.886 -0.206
C 2.095 27.719 -0.290 -0.198
C -0.404 27.626 11.830 -0.156
C -2.172 20.255 9.190 -0.124
C 3.357 24.863 5.541 -0.325
C -1.080 21.263 14.758 -0.002
C -2.560 19.423 -0.828 -0.132
C -1.463 20.039 15.244 -0.053
C -2.705 19.194 -3.233 -0.162
C 9.150 24.746 6.560 -0.125
C 2.990 23.755 6.272 -0.028
C 4.935 18.737 3.694 -0.085
C 4.119 25.905 7.576 -0.014
C 3.509 31.624 12.277 -0.142
C 0.786 19.329 15.276 -0.003
C 1.210 20.442 14.537 -0.012
C 3.966 28.593 15.457 -0.151
C -1.181 22.371 1.135 -0.072
C 3.215 23.690 7.632 -0.024
C -1.634 20.585 -0.371 -0.228
C 6.830 30.588 14.805 -0.124
C 6.679 22.791 -0.379 -0.174
C 0.908 28.486 2.945 -0.097
C 8.603 18.995 8.088 -0.132
C -4.639 18.275 5.566 -0.088
C 4.005 25.971 6.144 0.009
C 7.856 31.167 8.918 -0.161
C 7.385 17.263 0.284 -0.110
C 7.204 20.303 9.490 -0.193
C 8.144 21.228 10.151 -0.205
C -0.883 29.191 14.412 -0.146
C 10.066 26.221 10.818 -0.098
C -1.493 27.387 12.947 -0.153
C 8.148 23.064 0.103 -0.124
C 6.974 21.349 12.395 -0.028
C 10.018 31.682 9.794 -0.126
C -0.560 19.069 15.551 -0.384
C 0.236 21.385 14.258 -0.341
C 5.447 21.118 -1.733 -0.129
C 8.160 30.635 7.480 -0.181
C 3.674 24.801 8.321 -0.297
C 1.578 28.790 0.699 -0.182
C 12.219 27.708 6.919 -0.090
C 7.473 30.801 5.196 -0.113
C -0.745 19.034 4.708 -0.072
C 5.150 14.992 3.777 -0.125
C 7.628 25.462 0.343 -0.146
C -0.115 28.862 9.725 -0.093
C 1.567 25.642 -1.362 -0.105
H 4.825 19.793 3.447 0.090
H 4.625 21.224 -1.025 0.082
H -1.397 29.960 14.987 0.086
H 4.867 28.693 16.062 0.083
H 6.323 19.975 10.042 0.126
H 6.818 20.718 8.558 0.116
H 9.750 24.009 6.027 0.092
H 6.069 21.057 11.861 0.060
H -0.184 19.837 4.230 0.081
H 5.447 14.759 4.799 0.086
H 13.214 27.323 7.146 0.093
H 4.007 27.682 14.860 0.094
H 10.767 31.600 9.006 0.075
H 7.507 25.459 -0.740 0.081
H -0.085 18.462 5.360 0.081
H -4.050 17.685 4.864 0.085
H 4.507 18.535 4.676 0.085
H -1.263 23.063 0.296 0.077
H 9.202 26.066 11.465 0.086
H 7.681 22.214 10.124 0.118
H 7.400 16.195 0.067 0.094
H -2.615 21.082 9.746 0.089
H 7.972 26.434 0.697 0.086
H 6.850 31.585 8.912 0.125
H 8.716 24.171 7.378 0.081
H 0.830 24.839 -1.393 0.079
H 2.557 25.188 -1.361 0.080
H 5.008 21.671 -2.563 0.075
H 6.932 22.430 12.524 0.077
H -2.303 18.663 -4.096 0.087
H 6.304 23.571 -1.042 0.115
H 4.611 26.760 8.016 0.105
H -0.618 20.232 -0.192 0.120
H 7.142 17.810 -0.627 0.082
H 3.982 25.750 10.023 0.090
H 4.212 26.868 5.579 0.106
H 3.139 28.512 16.163 0.096
H 9.201 21.275 9.888 0.133
H 0.537 29.511 2.945 0.084
H -1.098 20.307 9.365 0.092
H 0.895 29.160 10.008 0.077
H -3.779 19.096 -3.386 0.081
H 0.492 28.742 0.613 0.122
H 6.369 30.504 15.789 0.087
H -0.569 29.584 9.046 0.082
H 1.580 22.611 13.434 0.107
H 4.922 14.002 3.381 0.095
H 0.074 27.854 2.641 0.089
H 1.309 28.239 3.927 0.084
H 4.254 15.557 4.037 0.084
H -3.589 19.732 -1.009 0.118
H 7.053 31.439 4.419 0.088
H -1.340 26.545 13.621 0.116
H -0.119 22.142 1.234 0.085
H 8.390 17.661 0.424 0.086
H 2.098 29.708 0.427 0.125
H 8.214 19.570 7.247 0.086
H 12.281 28.773 6.698 0.088
H 1.398 18.509 15.621 0.115
H 6.125 22.586 0.537 0.128
H -0.114 29.756 13.885 0.078
H 10.734 25.384 11.021 0.092
H 6.914 20.772 13.318 0.081
H 8.558 22.260 0.714 0.121
H -0.423 28.566 15.178 0.084
H -1.973 18.065 16.084 0.105
H 2.654 30.982 12.490 0.082
H 2.291 28.059 -1.307 0.113
H 9.904 30.687 10.224 0.080
H 8.293 24.937 5.914 0.088
H -2.530 19.337 9.658 0.093
H 8.033 29.553 7.451 0.118
H 3.560 31.845 11.210 0.097
H 9.204 30.764 7.198 0.114
H -5.194 18.990 4.958 0.087
H 6.695 31.558 14.326 0.091
H -2.585 18.691 -0.021 0.120
H -0.046 27.958 9.120 0.076
H 0.538 27.867 12.323 0.102
H 8.536 30.719 4.968 0.080
H 5.555 20.109 -2.130 0.088
H 11.783 27.184 6.068 0.086
H 9.474 19.420 8.587 0.087
H -2.519 19.998 15.465 0.118
H 6.570 25.474 0.603 0.074
H 5.972 18.423 3.812 0.074
H -1.846 22.015 14.639 0.115
H 7.845 30.386 9.678 0.111
H 10.390 27.256 10.931 0.090
H -1.431 21.302 -1.165 0.111
H 10.630 32.297 10.454 0.084
H -2.435 27.114 12.470 0.115
H -1.638 22.778 2.037 0.091
H 2.950 22.778 8.146 0.116
H -0.149 26.764 11.213 0.113
H 7.053 29.798 5.117 0.082
H -0.999 18.403 3.855 0.086
H 3.159 32.515 12.799 0.090
H 1.492 26.170 -2.312 0.080
H 8.753 23.056 -0.803 0.115
H -5.267 17.609 6.158 0.088
H -2.514 20.252 -3.415 0.082
H 2.502 22.921 5.790 0.117
H 3.124 27.509 0.002 0.116
H 3.100 25.780 3.743 0.094
H 7.895 30.400 14.944 0.096
H 2.238 20.458 14.204 0.114
H 8.732 17.943 7.835 0.093
```